No. 1
This record from OMol25 describes a cluster of 3 separate species, C5H11NO in total in a non-equilibrium geometry. The level of theory is the ωB97M-V functional and the def2-TZVPD basis.

Structure (XYZ):
```
18
Properties=species:S:1:pos:R:3:forces:R:3
C 0.9133 -2.8687 -0.9445 -0.78 0.90 1.23
C 1.3017 -1.7392 -0.0541 0.54 -1.01 -0.57
C 1.2175 -0.4366 -0.5086 -0.59 0.83 0.65
C 1.6847 0.6815 0.1534 0.05 -0.69 -0.15
C -2.8243 4.4447 2.0017 3.17 1.02 -2.33
N -1.7245 5.0298 2.4841 -3.04 -1.17 -0.21
H -0.0983 -3.2187 -0.6837 0.16 -0.12 0.12
H 1.5197 -3.7828 -0.9449 0.07 0.60 -0.11
H 0.7299 -2.4542 -1.9205 0.38 -0.45 -0.50
H 1.7272 -1.9943 0.9145 0.14 0.48 0.09
H 0.5990 -0.2203 -1.3931 0.41 -0.47 0.12
H 2.3704 0.5618 0.9810 -0.10 0.24 0.18
H 1.3979 1.6499 -0.1991 0.17 0.51 0.00
H -2.8728 3.3942 1.6033 -0.05 -0.11 1.42
H -3.6061 5.0194 1.5123 -0.81 0.58 0.19
H -2.3335 4.7162 3.3510 0.76 -0.33 0.94
H -0.1952 -4.6481 -3.5373 0.06 -0.02 0.05
O 0.1934 -4.1346 -2.8155 -0.54 -0.79 -1.10
```
Forces are in eV/Å.

For the HOMO energy (alpha / beta), the calculation gives -2.5 / -2.5 eV. The multiplicity is 2. Its LUMO energy (alpha / beta) is 0.04798 / 0.04798 Ha. For the energy above the lowest of the compared OMol25 structures with the same formula, charge and spin, the calculation gives 616.4 kJ/mol. As for the total charge: -1.

=====

No. 2
This record from OMol25 describes the molecule C24H32N2O5. The level of theory is the ωB97M-V functional and the def2-TZVPD basis.

Structure (XYZ):
```
63
Properties=species:S:1:pos:R:3:forces:R:3
C -0.7300 -1.9375 2.6594 0.02 -0.07 -0.04
C -0.4755 -1.6885 1.2048 0.02 -0.01 0.09
C -1.5260 -1.6757 0.2839 0.58 0.06 -0.07
O -2.7682 -1.8872 0.8040 0.06 0.00 0.20
C -3.8736 -2.0179 -0.0752 -0.43 -0.15 -0.28
C -5.0768 -2.4268 0.7709 0.36 0.03 -0.12
C -4.1937 -0.7017 -0.8029 0.24 -0.24 0.42
O -4.6989 -0.6813 -1.9049 -0.13 -0.12 -0.35
N -3.8972 0.3901 -0.0762 0.10 0.16 0.41
C -3.9824 1.7292 -0.6089 0.09 0.15 -0.39
C -2.6156 2.2766 -1.0239 -0.24 -0.07 0.41
C -1.6759 2.5149 0.1652 -0.19 0.02 -0.47
N -0.5187 3.2679 -0.2892 0.08 0.11 0.05
C -0.0982 4.3706 0.5568 0.22 -0.10 0.28
C 0.7177 3.9011 1.7674 -0.23 0.26 -0.13
O 1.8448 3.1618 1.3487 0.10 0.11 0.00
C 1.4577 2.0417 0.5849 -0.15 -0.16 -0.32
C 0.6339 2.4566 -0.6428 0.22 -0.05 0.22
C -1.2683 -1.4468 -1.0692 -0.38 -0.07 0.00
C 0.0171 -1.2177 -1.5035 0.24 -0.04 0.26
C 1.0953 -1.2149 -0.6142 -0.28 -0.10 0.39
C 2.4662 -0.9703 -0.9969 0.42 -0.11 0.31
C 3.4397 -1.0670 -0.0592 -0.16 0.08 -0.41
C 3.1252 -1.3628 1.3337 0.49 -0.03 0.35
O 3.9431 -1.4747 2.2150 -0.34 0.06 -0.32
O 1.8101 -1.5113 1.6651 -0.17 -0.03 0.24
C 0.8223 -1.4669 0.7404 -0.59 0.03 -0.73
C 4.8969 -0.8677 -0.3488 0.11 -0.14 -0.07
C 5.1890 -0.9473 -1.8408 -0.05 0.28 0.12
C 4.1942 -0.0690 -2.5888 0.01 -0.27 -0.11
C 2.7817 -0.6225 -2.4234 0.20 0.14 0.00
H -0.9010 -0.9956 3.1810 -0.03 0.04 0.11
H -1.6118 -2.5601 2.7821 0.00 -0.01 0.08
H 0.1325 -2.4184 3.1117 -0.02 -0.01 0.10
H -3.6760 -2.7897 -0.8313 0.04 0.23 0.05
H -4.8799 -3.3768 1.2607 0.00 -0.08 0.03
H -5.2703 -1.6738 1.5309 -0.04 0.07 0.07
H -5.9500 -2.5245 0.1328 -0.08 0.00 -0.05
H -3.4328 0.2592 0.8099 -0.03 -0.12 -0.11
H -4.4405 2.3815 0.1405 -0.03 0.00 -0.08
H -4.6365 1.6709 -1.4819 0.00 0.09 0.17
H -2.7581 3.2284 -1.5358 0.03 0.04 -0.02
H -2.1502 1.5844 -1.7266 0.02 -0.02 -0.10
H -2.2085 3.0999 0.9203 0.02 -0.03 0.06
H -1.3933 1.5535 0.6184 -0.03 0.02 0.10
H -0.9737 4.9353 0.8803 0.01 0.05 0.00
H 0.5321 5.0242 -0.0549 -0.01 0.08 0.09
H 1.1042 4.7496 2.3339 -0.09 -0.02 0.03
H 0.0897 3.2815 2.4283 0.04 0.05 -0.01
H 2.3820 1.5476 0.2827 -0.07 -0.07 0.00
H 0.8739 1.3487 1.2126 0.05 0.01 -0.02
H 0.2978 1.5706 -1.1830 0.04 -0.03 -0.07
H 1.2660 3.0577 -1.3040 0.06 -0.10 -0.04
H -2.0713 -1.4404 -1.7884 -0.08 -0.02 -0.10
H 0.1866 -1.0472 -2.5541 0.03 0.04 -0.12
H 5.4661 -1.6127 0.2110 0.00 0.09 0.01
H 5.1962 0.1100 0.0425 0.09 -0.02 0.04
H 6.2110 -0.6214 -2.0372 0.02 -0.07 -0.01
H 5.0912 -1.9798 -2.1826 0.04 -0.07 -0.04
H 4.4439 -0.0207 -3.6500 -0.03 0.08 0.01
H 4.2377 0.9452 -2.1862 0.02 0.08 -0.02
H 2.0591 0.1122 -2.7850 -0.08 -0.07 -0.03
H 2.6658 -1.5258 -3.0309 -0.09 0.03 -0.06
```
Forces are in eV/Å.

For the HOMO energy, the calculation gives -8.2 eV. Its LUMO energy is 0.00608 Ha. The SMILES is Cc1c(O[C@@H](C)C(=O)NCCCN2CCOCC2)ccc2c3c(c(=O)oc12)CCCC3. For the energy above the lowest of the compared OMol25 structures with the same formula, charge and spin, the calculation gives 20.6 kJ/mol.

=====

No. 3
This record from OMol25 describes the molecule C22H23ClN4O4 in a non-equilibrium geometry. The level of theory is the ωB97M-V functional and the def2-TZVPD basis.

Structure (XYZ):
```
54
Properties=species:S:1:pos:R:3:forces:R:3
C 3.8788 6.3452 -1.0954 -2.33 -4.74 -4.09
C 2.4753 6.3930 -1.9166 3.35 8.88 3.66
O 2.2780 5.5242 -2.7868 4.16 -2.52 -9.37
C 1.7018 4.4854 -2.4981 -4.12 -5.84 -0.68
O 1.0260 4.4725 -1.4974 -0.96 -1.74 0.84
C 1.7577 3.3151 -3.6227 2.29 -0.48 4.95
C 2.8250 2.1660 -3.0348 -2.08 5.65 4.45
N 2.1759 1.8839 -1.7332 -3.72 -1.94 5.16
C 2.3965 2.5874 -0.3539 10.77 0.45 -13.31
O 3.5666 3.1727 -0.4824 -4.33 -0.72 2.48
N 1.6980 2.3524 0.6268 2.40 5.24 7.71
C 0.8167 1.5347 0.9667 -10.24 -6.64 0.62
C -0.3419 2.0399 1.7545 5.34 0.35 -0.10
C -1.2764 1.1979 2.0980 -4.04 -1.47 -0.38
C -1.6653 -0.1324 1.3949 13.39 12.17 -0.37
N -2.5240 -0.7723 1.8001 -15.23 -9.61 1.32
C -3.0199 -1.8926 0.9866 6.50 2.50 5.51
C -4.0463 -2.5778 1.6145 -2.54 -5.34 0.79
N -2.0131 -2.5418 0.3608 1.14 8.68 2.17
C -2.0735 -3.7361 -0.1428 -0.56 -8.30 -4.86
C -1.9618 -4.9203 0.8766 -5.70 3.55 -7.66
C -0.9418 -4.8628 1.5790 9.21 3.52 6.23
C -0.8165 -5.7460 2.5851 4.21 -3.94 3.37
C -1.5584 -6.9599 2.6616 1.63 0.62 3.13
C -2.6821 -6.9186 1.8929 -2.96 -3.60 -2.13
C -2.8414 -5.9339 0.9205 -1.93 -2.26 -0.12
Cl -4.1114 -6.2647 -0.3662 1.12 0.76 1.39
C -0.8650 -1.7372 0.1455 5.81 -5.51 -8.27
O -0.0262 -2.3962 -0.9552 -3.29 3.58 5.78
C -0.5498 -0.4718 0.6782 -5.69 -5.00 -0.66
C 0.5025 0.2694 0.4976 7.90 2.24 -3.25
H 4.6571 6.4903 -1.8471 0.19 -0.01 0.62
H 3.7052 7.0501 -0.4491 -0.02 4.42 3.56
H 3.8996 5.3914 -0.5203 0.43 0.46 -0.78
H 1.6031 6.3297 -1.3620 -1.19 1.14 2.47
H 2.4777 7.4019 -2.5390 0.07 -1.45 1.63
H 0.8189 2.9055 -3.8532 -1.17 -0.54 -0.02
H 2.2900 3.6011 -4.4105 1.47 2.07 -3.76
H 3.8402 2.6780 -2.7369 -1.83 -1.35 -1.11
H 2.7641 1.2933 -3.5549 0.52 -2.19 -1.77
H 1.1621 1.4337 -1.7178 2.93 1.25 -0.78
H 1.9348 2.9182 1.5594 0.16 -0.70 -3.03
H 0.0703 2.9479 2.2219 -1.75 0.24 0.37
H -2.0649 1.5297 2.7082 -0.85 0.45 1.19
H -4.7030 -2.7703 0.8234 -1.60 -1.14 -1.59
H -4.6761 -1.9872 2.1787 -0.61 1.45 1.78
H -3.9524 -3.7289 2.1311 0.47 3.38 -1.39
H -3.1134 -3.9279 -0.4914 0.79 0.45 -0.75
H -1.1583 -3.8752 -0.9906 -2.71 0.80 2.12
H -0.0822 -3.9666 1.5488 -2.64 -2.36 -0.26
H 0.1520 -5.7629 3.2723 -2.14 0.44 -1.51
H -1.1863 -7.7879 3.5034 -1.57 2.25 -2.61
H -3.4619 -7.8095 1.7502 1.93 1.87 0.80
H 1.2394 -0.2300 -0.1792 -0.40 0.51 0.50
```
Forces are in eV/Å.

For the HOMO energy, the calculation gives -7.7 eV. Its LUMO energy is -0.05042 Ha. The SMILES is CCOC(=O)CCNC(=O)Nc1ccc2nc(C)n(Cc3ccccc3Cl)c(=O)c2c1. For the energy above the lowest of the compared OMol25 structures with the same formula, charge and spin, the calculation gives 1809.0 kJ/mol.

=====

No. 4
This record from OMol25 describes a cluster of 14 separate species, H28O14 in total in a non-equilibrium geometry. The level of theory is the ωB97M-V functional and the def2-TZVPD basis.

Structure (XYZ):
```
42
Properties=species:S:1:pos:R:3:forces:R:3
O 2.8571 2.4420 -0.0505 1.25 1.02 -1.18
H 3.2226 3.2703 0.2943 -0.06 -0.23 -0.41
H 2.3931 2.0940 0.6824 -1.26 -1.05 1.46
O -3.1981 0.6690 0.5144 0.08 -0.24 -0.70
H -2.5072 1.0824 1.0476 0.40 0.24 0.28
H -3.9091 0.5056 1.1193 -0.71 0.15 0.51
O 0.8820 -1.9598 2.6037 1.58 -1.36 0.62
H 0.4550 -1.7673 1.7958 -1.45 0.57 -1.56
H 1.3160 -2.7895 2.2908 -0.31 0.68 0.86
O 2.3336 -0.5808 -0.5632 -0.97 0.52 1.02
H 2.7502 -1.2773 -1.0024 0.66 -2.25 -1.19
H 2.7195 0.1749 -0.9621 0.58 1.85 -0.38
O -1.2980 1.5420 2.4077 -0.21 0.46 -0.62
H -1.7871 1.2782 3.1783 -0.15 -0.23 0.62
H -0.7365 0.8005 2.1665 0.52 -0.16 -0.01
O -1.9640 2.1084 -3.3229 -0.58 -1.27 -1.48
H -2.2380 3.0047 -3.2870 -0.60 1.24 -0.17
H -1.3623 2.0806 -2.6107 1.18 0.09 1.75
O -0.3887 -2.9333 0.1128 -0.80 0.33 1.12
H 0.2452 -2.6793 -0.5417 0.52 0.18 -0.85
H -1.0772 -2.2293 0.1391 0.54 -1.00 -0.22
O -0.2445 0.1344 -0.0668 0.38 0.58 1.04
H 0.7002 -0.0371 -0.1886 -0.25 -0.11 0.00
H -0.6908 -0.2165 -0.8447 -0.35 -0.05 -0.35
O -1.5530 -0.6541 -2.1941 0.95 -0.59 -0.16
H -1.3779 -0.0038 -2.8634 -0.25 0.66 -0.70
H -2.4656 -0.5769 -1.9612 -1.08 -0.03 0.37
O -2.9947 -2.0421 -0.0108 -0.20 -0.60 -0.34
H -3.0604 -1.1973 0.4264 -0.01 1.00 0.17
H -3.8563 -2.4516 0.1001 0.06 -0.21 -0.02
O 0.6626 -2.3190 -2.4775 0.66 0.31 -0.14
H -0.0284 -1.6688 -2.2728 -0.21 -0.28 -0.28
H 1.3467 -1.8169 -2.9470 -0.35 -0.25 0.09
O -0.7976 2.8563 -0.7954 0.32 -0.44 0.22
H -0.5018 2.0820 -0.2691 -0.15 0.19 -0.33
H -1.1860 3.4535 -0.1551 -0.10 0.11 0.10
O 3.6797 -0.9570 1.7339 1.65 0.13 0.75
H 3.2093 -1.0221 0.9222 -1.07 -0.43 -1.04
H 4.3971 -0.3957 1.4045 0.21 -0.05 0.60
O 1.7017 0.8453 2.0740 -0.79 0.56 -0.61
H 2.4341 1.2185 2.5705 0.11 -0.68 0.17
H 1.9174 -0.0672 1.8025 0.29 0.64 0.98
```
Forces are in eV/Å.

For the HOMO energy, the calculation gives -10.5 eV. Its LUMO energy is -0.00116 Ha. For the energy above the lowest of the compared OMol25 structures with the same formula, charge and spin, the calculation gives 121.8 kJ/mol.

=====

No. 5
This record from OMol25 describes a structure of composition C18H16FN2O2Pt in a non-equilibrium geometry. The level of theory is the ωB97M-V functional and the def2-TZVPD basis.

Structure (XYZ):
```
40
Properties=species:S:1:pos:R:3:forces:R:3
Pt -1.1564 0.8948 -0.2329 0.19 -1.17 0.32
C -0.4618 5.0550 -0.8648 -0.25 -0.21 -0.07
C -0.3265 3.5460 -0.9447 -0.29 -0.66 -0.29
O -1.3660 2.8710 -0.5488 0.91 0.88 0.61
C 0.8539 3.0314 -1.4693 -0.47 0.84 0.25
C 1.2169 1.6998 -1.7137 -0.81 -2.74 -0.32
C 2.6231 1.3803 -2.1473 -0.09 0.00 0.07
N 0.3563 0.6689 -1.5659 0.30 3.63 0.23
N 0.7690 -0.5817 -1.7097 0.70 -3.18 -0.76
C 0.0135 -1.4864 -1.1056 -0.06 3.51 0.51
O -0.9554 -1.1279 -0.2841 0.20 -0.19 -0.49
C 0.2682 -2.8975 -1.2358 0.31 -2.01 0.15
C 1.4868 -3.4257 -1.7018 -0.62 0.74 0.25
C 1.6986 -4.7847 -1.7179 0.01 -0.61 0.00
C 0.7113 -5.6710 -1.2929 -0.05 0.29 0.01
C -0.4938 -5.1612 -0.8137 0.30 -0.73 -0.12
C -0.7092 -3.8055 -0.7746 0.25 0.92 -0.22
H -1.4519 5.2941 -0.4855 -0.03 0.06 0.05
H -0.3485 5.4975 -1.8558 0.03 0.04 0.03
H 0.2898 5.4919 -0.2046 0.00 -0.08 -0.02
H 1.6084 3.7682 -1.7121 0.02 0.04 0.00
H 3.1981 2.2895 -2.3123 -0.02 0.03 0.00
H 2.6159 0.7776 -3.0545 -0.01 -0.03 -0.03
H 3.1159 0.7796 -1.3807 0.02 0.00 0.00
H 2.2606 -2.7383 -2.0054 0.05 0.09 -0.08
H 2.6562 -5.1733 -2.0430 0.00 0.01 -0.08
H 0.8839 -6.7398 -1.3306 0.00 0.02 0.05
H -1.2547 -5.8465 -0.4541 0.00 0.08 -0.04
H -1.6333 -3.4042 -0.3844 -0.01 0.05 0.01
F -1.1420 0.9295 5.8582 -0.07 0.00 -0.06
C -1.3499 0.9051 4.5035 -0.03 0.02 -0.10
C -1.6218 2.0857 3.8410 0.05 -0.06 0.37
C -1.7802 2.0624 2.4643 -0.23 -0.31 -0.03
C -1.6821 0.8730 1.7302 -0.25 0.47 -0.46
C -1.4449 -0.3015 2.4578 -0.31 0.04 -0.12
C -1.2804 -0.2990 3.8316 0.00 0.16 0.32
H -1.6976 3.0076 4.4002 0.03 0.08 0.09
H -1.9971 2.9911 1.9532 0.09 0.05 -0.11
H -1.3861 -1.2438 1.9308 0.08 0.00 -0.01
H -1.0871 -1.2134 4.3740 0.04 -0.06 0.10
```
Forces are in eV/Å.

For the HOMO energy, the calculation gives -3.5 eV. Its LUMO energy is 0.11011 Ha. As for the total charge: -1.

=====

No. 6
This record from OMol25 describes a cluster of 2 separate species, C4H7NS in total in a non-equilibrium geometry. The level of theory is the ωB97M-V functional and the def2-TZVPD basis.

Structure (XYZ):
```
13
Properties=species:S:1:pos:R:3:forces:R:3
C -0.8658 -1.7766 -0.7147 -1.20 1.46 1.69
C 1.9742 -0.0344 0.0293 0.99 1.43 -0.41
C 1.3112 0.8011 -1.0665 0.49 1.37 3.13
C -2.1872 -0.3144 0.8478 -1.47 0.28 4.38
N -1.4538 -1.0935 0.0576 3.22 -4.55 -4.03
S 3.3822 0.4991 0.6558 -0.60 -0.72 0.02
H 1.4583 -0.8740 0.4660 -0.12 -0.36 -0.12
H 1.9937 1.6926 -1.1224 -0.73 -0.92 -0.79
H 0.4136 1.2040 -0.5018 0.38 -0.52 -1.17
H 1.0878 0.2787 -1.9656 -0.35 -0.24 -0.66
H -1.5165 0.1015 1.6176 -0.37 0.51 -0.34
H -2.9670 -0.8683 1.4780 0.86 0.50 -1.22
H -2.6306 0.3841 0.2189 -1.09 1.77 -0.47
```
Forces are in eV/Å.

For the HOMO energy, the calculation gives -8.6 eV. Its LUMO energy is -0.00032 Ha. For the energy above the lowest of the compared OMol25 structures with the same formula, charge and spin, the calculation gives 278.5 kJ/mol.

=====

No. 7
This record from OMol25 describes a cluster of 2 separate species, C6H10ClO5P in total in a non-equilibrium geometry. The level of theory is the ωB97M-V functional and the def2-TZVPD basis.

Structure (XYZ):
```
23
Properties=species:S:1:pos:R:3:forces:R:3
C -0.3724 -1.8604 2.1198 0.86 1.35 0.24
C 0.8590 -0.9670 1.7331 -2.81 0.22 -1.07
C -1.6310 -1.0542 1.9045 1.72 -0.95 -3.60
C 0.7310 -0.5162 0.2371 -1.73 -1.97 0.90
C -1.8064 -0.8852 0.3965 1.52 0.80 -0.29
C -0.7299 -0.3805 -0.3493 0.26 0.50 0.61
O 2.1450 3.3550 -3.6091 -0.27 0.34 -0.05
O 0.0759 3.0149 -2.0879 0.68 3.07 -0.80
O 0.8698 1.1048 -3.4103 1.07 1.35 0.43
O -0.7763 0.2730 -1.4379 -0.42 -0.69 0.29
O 2.2711 1.9981 -1.4103 0.09 0.06 0.08
P 1.4974 2.4733 -2.6016 1.01 -1.82 -1.32
Cl -3.4162 -0.4559 -0.2017 -0.22 -0.01 0.22
H -0.4821 -2.7482 1.5283 0.34 -0.70 -0.22
H -0.3470 -2.0727 3.1857 0.36 -0.46 0.33
H 0.6655 -0.0491 2.3268 0.95 -0.50 0.11
H 1.7610 -1.5104 1.9139 0.88 0.16 0.38
H -2.3889 -1.6516 2.2181 -2.70 -1.24 1.48
H -1.4992 -0.1503 2.3921 -0.39 2.01 1.36
H 1.1671 0.4061 0.0601 0.96 1.97 -0.22
H 1.2762 -1.1890 -0.4024 0.15 -0.51 -0.41
H 0.3474 0.6722 -2.7084 -0.09 -0.56 -0.08
H -0.2170 2.1932 -1.7973 -2.23 -2.42 1.63
```
Forces are in eV/Å.

For the HOMO energy, the calculation gives -0.6 eV. Its LUMO energy is 0.20004 Ha. For the energy above the lowest of the compared OMol25 structures with the same formula, charge and spin, the calculation gives 0.0 kJ/mol. As for the total charge: -2.

=====

Sequential E_tot output: -326.84015 -1419.48560 -1831.74219 -1070.15459 -1174.73376 -609.45242 -1412.50173 hartree